[1]
C35H42Cl10F4O2 | the ωB97M-V functional and the def2-TZVPD basis

Geometry as XYZ:
```
93
Properties=species:S:1:pos:R:3:forces:R:3:lowdin_charge:R:1
F -3.26736 -25.97002 -6.66097 -0.012 -0.067 0.049 0.066
C -4.06212 -24.88495 -6.60594 -0.506 -0.525 -0.705 -0.283
C -4.96054 -24.66456 -7.63610 0.324 -0.260 -0.383 0.006
C -5.71230 -23.49910 -7.63731 0.250 0.302 0.391 -0.062
C -5.60373 -22.60572 -6.58282 1.120 0.883 -1.839 -0.119
C -4.76897 -22.90443 -5.51050 3.437 1.350 -2.434 -0.159
C -3.97399 -24.04599 -5.53836 0.696 0.802 0.666 -0.010
H -5.00002 -25.35655 -8.46891 -0.016 -0.054 0.107 0.119
H -6.38666 -23.28545 -8.45724 0.027 -0.052 0.000 0.088
H -6.21256 -21.70997 -6.57699 0.721 -0.267 -0.328 0.095
H -4.60874 -22.21293 -4.69364 -0.212 0.157 -0.023 0.149
H -3.31540 -24.25663 -4.70536 0.101 -0.092 -0.133 0.133
F -7.53660 -21.65092 -5.32418 -0.832 0.471 0.714 0.025
C -7.83427 -22.95794 -5.13142 -0.103 -0.082 0.784 -0.277
C -9.13991 -23.35235 -5.21191 -0.414 -0.129 -0.493 -0.016
C -9.43597 -24.68582 -4.96899 -0.329 -0.236 -0.139 -0.088
C -8.43403 -25.59892 -4.68734 -0.181 0.071 0.799 -0.079
C -7.12490 -25.15563 -4.58112 0.108 0.061 -0.302 -0.040
C -6.81937 -23.82438 -4.79505 -1.573 -1.033 1.484 -0.030
H -9.91044 -22.66480 -5.54093 -0.025 0.101 0.265 0.114
H -10.47518 -24.98785 -5.02507 0.172 -0.076 0.096 0.050
H -8.67210 -26.59810 -4.34234 -0.077 -0.115 -0.471 0.103
H -6.32725 -25.85829 -4.37730 0.043 0.021 0.216 0.114
H -5.79926 -23.46534 -4.75204 -2.563 -1.277 1.953 0.025
F -11.97020 -23.95072 -13.29472 0.141 0.156 0.152 0.052
C -12.89455 -24.90408 -13.07491 -0.440 -0.138 -0.614 -0.299
C -13.82422 -25.15525 -14.07126 -0.145 0.340 -0.219 -0.005
C -14.81750 -26.09073 -13.84479 -0.118 -0.184 0.394 -0.079
C -14.83076 -26.81775 -12.66109 0.077 0.058 0.111 -0.088
C -13.80857 -26.64012 -11.73140 -0.883 0.156 -0.149 -0.088
C -12.88831 -25.62068 -11.90656 0.625 -0.471 0.620 -0.058
H -13.83138 -24.57507 -14.98567 0.202 0.032 0.061 0.121
H -15.61327 -26.25828 -14.55767 0.089 0.147 -0.145 0.107
H -15.68592 -27.44646 -12.44333 0.274 -0.300 -0.055 0.105
H -13.80181 -27.23441 -10.82909 0.025 0.096 0.048 0.054
H -12.15956 -25.43975 -11.12317 0.107 0.140 -0.206 0.110
F -9.40379 -24.79763 -11.65554 -0.024 -0.082 -0.113 0.035
C -8.86726 -25.75950 -12.44778 0.210 -0.045 -0.051 -0.278
C -7.49627 -25.89431 -12.47678 0.413 0.432 0.785 -0.022
C -6.92550 -26.87793 -13.25085 -0.196 -0.785 -0.632 -0.074
C -7.74210 -27.69676 -14.03020 0.022 -0.101 -0.318 -0.089
C -9.11353 -27.54740 -13.99046 -0.261 0.287 -0.192 -0.077
C -9.68324 -26.57389 -13.19278 -0.596 0.272 0.272 -0.014
H -6.89741 -25.25258 -11.83778 -0.020 0.006 -0.141 0.118
H -5.86262 -27.07450 -13.28316 0.071 0.359 0.151 0.107
H -7.33064 -28.42258 -14.72091 0.197 -0.037 0.217 0.104
H -9.79472 -28.11027 -14.61450 0.244 -0.288 -0.027 0.110
H -10.75679 -26.45027 -13.14713 0.031 0.008 -0.018 0.097
C -5.29085 -20.75606 -10.14181 -0.268 0.160 0.135 -0.984
Cl -6.64438 -21.35639 -11.11086 0.206 -0.155 -0.203 0.513
Cl -5.90287 -19.66940 -8.88688 0.154 0.033 0.142 0.531
H -4.79097 -21.59653 -9.67760 -0.006 -0.031 0.081 0.012
H -4.61989 -20.19201 -10.77543 -0.008 -0.011 -0.100 0.026
C -14.04225 -19.91119 -7.53567 -0.268 0.147 0.356 -0.983
Cl -15.57392 -20.64335 -6.97834 0.293 0.341 -0.087 0.561
Cl -13.80560 -18.27315 -6.89159 0.000 -0.139 0.001 0.511
H -13.23384 -20.53282 -7.17840 0.079 -0.062 -0.135 -0.009
H -14.07134 -19.82836 -8.61223 -0.008 -0.128 -0.092 0.028
C -13.01556 -26.52112 -6.65518 -0.099 -0.096 -0.339 -0.980
Cl -12.44498 -24.86423 -6.78179 0.016 0.205 0.070 0.600
Cl -12.95944 -27.32912 -8.23599 -0.018 -0.055 0.046 0.538
H -12.38642 -27.09071 -5.98568 0.057 0.084 0.136 0.027
H -14.04698 -26.49328 -6.33169 -0.047 -0.075 0.086 0.021
C -9.46720 -22.40003 -14.20860 -0.046 -0.193 0.252 -1.059
Cl -7.71450 -22.19378 -14.30196 0.011 0.024 -0.032 0.501
Cl -10.33621 -21.39410 -15.36583 -0.013 -0.035 -0.068 0.528
H -9.68471 -23.44564 -14.38473 -0.068 -0.001 -0.192 0.007
H -9.80100 -22.13492 -13.21270 0.078 0.109 0.022 0.015
C -9.87389 -19.46839 -6.38308 -0.272 -0.264 0.055 -1.058
Cl -9.74926 -18.39200 -5.00916 0.123 0.249 0.381 0.539
Cl -9.53790 -18.64284 -7.90136 0.034 0.242 -0.270 0.550
H -9.16554 -20.28135 -6.27488 0.034 0.131 0.073 -0.008
H -10.87887 -19.86742 -6.43142 0.120 0.204 0.053 -0.007
C -10.97469 -23.15743 -9.45256 -0.227 0.226 -0.264 -0.030
C -10.40876 -22.20025 -8.45764 0.172 0.099 0.164 -0.467
O -11.11943 -21.59956 -7.67515 -0.218 -0.297 -0.164 0.010
C -8.91374 -22.05374 -8.38137 0.144 -0.243 -0.535 -0.034
H -12.00906 -23.35381 -9.18192 0.057 -0.342 0.009 0.041
H -10.32786 -24.03165 -9.49268 -0.272 -0.247 -0.017 0.080
H -10.99599 -22.73323 -10.46279 0.256 0.119 0.088 0.097
H -8.58784 -22.50343 -7.44050 0.035 0.264 -0.104 0.065
H -8.64447 -21.00087 -8.45743 0.052 -0.037 0.284 0.023
H -8.39436 -22.57133 -9.19031 -0.211 -0.041 0.009 0.043
C -15.08489 -23.62444 -10.24898 -0.064 0.603 -0.004 -0.010
C -16.09096 -23.29978 -9.16774 -0.104 -0.476 -0.040 -0.519
O -17.01824 -22.55967 -9.37432 -0.166 0.206 -0.131 0.052
C -15.92125 -23.95140 -7.81128 -0.022 -0.040 -0.293 -0.046
H -14.19892 -24.09640 -9.83331 0.004 -0.231 -0.198 0.050
H -14.80923 -22.70746 -10.77656 0.046 0.030 0.163 0.093
H -15.58027 -24.23033 -11.01046 0.153 -0.327 0.174 0.090
H -16.90334 -24.05821 -7.35819 0.039 0.199 0.193 0.087
H -15.29458 -23.25674 -7.24812 -0.066 -0.224 0.255 0.029
H -15.43726 -24.92820 -7.84752 0.108 0.067 -0.160 0.054
```
Forces are in eV/Å.

Results
* lowest unoccupied orbital energy: 0.221 eV
* charge: 0
* relative energy (zero: lowest compared OMol25 entry of this formula, charge and spin): 51.2 kcal/mol
* HOMO-LUMO gap: 0.328 hartree
* 2S+1: 1
* HOMO level: -0.320 Ha

=====

[2]
C35H42CuF5N6O3PSi2 | the ωB97M-V functional and the def2-TZVPD basis

Geometry as XYZ:
```
95
Properties=species:S:1:pos:R:3:forces:R:3:lowdin_spin:R:1
Cu -0.74041 -0.03945 -0.09217 -0.125 -0.582 0.501 0.552
O -1.22372 4.93015 4.71978 0.007 0.106 0.142 0.000
C -1.80088 4.93137 3.62766 0.261 -0.550 -0.530 0.001
O -2.68132 5.63172 3.11494 -0.121 0.140 0.107 0.001
C -1.29347 3.78243 2.65403 -0.113 0.592 0.415 0.006
C -0.24817 2.95250 3.00777 -0.018 -0.266 -0.254 0.000
C 0.11179 1.90145 2.16845 -0.099 0.487 0.008 0.007
N -0.43261 1.75048 0.94679 -0.049 -0.140 0.185 0.038
C -1.37033 2.64020 0.55795 0.048 0.225 0.497 0.008
C -1.86395 3.61793 1.40722 0.105 -0.185 -0.282 0.001
C -1.85966 2.51436 -0.82602 -0.168 -0.073 -0.412 0.002
C -2.51032 3.55278 -1.48740 -0.017 0.018 0.111 0.001
C -2.92849 3.36309 -2.79202 0.102 -0.111 -0.045 0.001
C -2.65618 2.15489 -3.41721 -0.052 0.046 0.062 0.001
C -2.00854 1.17266 -2.69150 -0.022 -0.095 -0.159 0.002
N -1.62587 1.34200 -1.43011 0.111 0.283 0.096 0.013
C 1.13908 0.95884 2.67314 0.209 -0.098 0.238 0.000
C 1.12817 0.63697 4.03525 -0.052 -0.029 0.000 0.000
C 2.06422 -0.24461 4.53566 0.088 -0.001 -0.082 0.000
C 3.00706 -0.77498 3.66694 -0.061 0.017 0.076 0.000
C 2.96692 -0.36305 2.35067 0.125 -0.030 -0.144 0.000
N 2.06634 0.47692 1.84561 -0.064 0.062 -0.223 -0.001
H 0.26765 3.13529 3.93996 -0.119 0.000 0.081 0.000
H -2.69073 4.26114 1.13901 0.045 0.082 0.009 0.000
H -2.67952 4.49505 -0.98767 0.004 -0.003 0.023 0.000
H -3.45209 4.14719 -3.32200 0.025 0.046 0.022 0.000
H -2.94227 1.97068 -4.44213 -0.040 -0.029 -0.009 0.000
H -1.79424 0.20895 -3.13266 0.053 0.000 -0.020 0.000
H 0.37506 1.05554 4.68707 -0.065 -0.015 -0.048 0.000
H 2.06003 -0.51743 5.58208 -0.041 -0.017 0.010 0.000
H 3.74020 -1.49810 3.99397 0.063 0.043 0.016 0.000
H 3.71559 -0.73603 1.65598 -0.019 -0.062 -0.027 0.000
C -1.47006 -4.37882 0.88008 0.026 0.317 -0.005 -0.001
Si -0.34584 -2.99613 1.52084 0.475 0.012 0.209 0.027
C 1.27693 -3.10639 0.52646 -0.298 0.016 0.014 0.002
C 0.19192 -3.45548 3.29117 -0.206 0.050 -0.295 0.010
C -1.05761 -1.25955 1.56693 -0.115 -0.034 -0.564 0.201
Si -2.82732 -0.99415 2.19302 0.084 0.268 0.168 0.032
C -3.76356 0.29992 1.15860 0.126 -0.204 0.093 0.007
C -2.72560 -0.29561 3.96038 0.018 -0.156 -0.332 0.007
C -3.90662 -2.54750 2.26395 0.294 0.192 -0.110 0.004
H -0.87212 -5.20974 0.50318 0.097 0.007 0.003 0.000
H -2.11477 -4.04048 0.06818 -0.031 -0.002 -0.050 0.000
H -2.11128 -4.76877 1.66995 -0.043 0.024 0.024 0.000
H 1.69467 -4.11330 0.58598 -0.012 -0.068 0.098 0.000
H 2.01729 -2.41195 0.92716 0.019 0.058 0.016 0.000
H 1.12140 -2.86840 -0.52478 -0.001 0.024 -0.022 0.000
H 0.50929 -4.49781 3.35456 0.019 -0.059 -0.027 0.001
H -0.61263 -3.30741 4.01330 -0.055 0.009 0.039 0.000
H 1.03314 -2.83072 3.59595 0.011 0.041 0.018 0.000
H -0.42608 -0.69627 2.25925 -0.006 -0.210 0.139 0.009
H -3.69909 1.29193 1.60765 0.040 0.033 0.041 0.000
H -4.82082 0.04908 1.06601 -0.053 -0.039 0.034 0.001
H -3.35708 0.35949 0.14972 -0.097 -0.015 -0.095 0.001
H -2.34297 0.72761 3.94752 0.037 0.051 -0.016 0.000
H -2.07524 -0.88918 4.60539 0.044 -0.071 -0.010 0.000
H -3.71237 -0.26871 4.42526 -0.062 0.033 -0.004 0.001
H -4.03329 -3.00303 1.28195 -0.001 -0.032 -0.043 0.000
H -4.89642 -2.28333 2.63888 -0.025 0.075 0.033 0.001
H -3.48484 -3.29611 2.93520 0.014 -0.050 0.027 0.000
C 4.82935 0.51112 -2.55668 0.276 0.029 -0.307 0.000
N 3.94923 0.49902 -1.32513 -0.018 -0.038 0.225 0.000
C 3.73778 1.93879 -0.86379 -0.060 0.318 0.087 0.000
N 3.19913 2.71807 -1.91517 0.000 0.272 0.084 0.000
C 4.06969 2.68882 -3.07677 0.075 -0.005 -0.012 0.000
N 4.27730 1.33279 -3.57188 0.137 0.096 -0.126 0.000
C 3.04952 0.77673 -4.14250 -0.329 -0.100 0.126 0.000
P 1.60266 0.62388 -2.93887 0.796 0.792 -0.330 0.001
C 2.63156 -0.15910 -1.58289 -0.728 -0.306 -0.340 0.000
C 1.81589 2.36212 -2.23974 -0.120 -0.278 -0.150 0.000
H 4.93523 -0.51490 -2.91218 -0.050 -0.009 0.125 0.000
H 5.80567 0.90217 -2.25924 -0.071 -0.051 0.141 0.000
H 4.41714 -0.01166 -0.57685 0.030 -0.006 0.017 0.000
H 4.71105 2.33648 -0.56490 0.016 -0.173 -0.006 0.000
H 3.06105 1.89961 -0.01130 0.011 -0.094 0.072 0.000
H 5.03843 3.11963 -2.80912 -0.028 -0.017 0.020 0.000
H 3.62893 3.29017 -3.87097 0.018 -0.004 0.012 0.000
H 3.26475 -0.21911 -4.53746 -0.033 0.026 -0.066 0.000
H 2.75346 1.41036 -4.98114 -0.045 -0.078 -0.020 0.000
H 2.79479 -1.20643 -1.83663 0.099 -0.004 0.062 0.000
H 2.03853 -0.12176 -0.67102 0.165 -0.008 0.180 -0.001
H 1.21139 2.43217 -1.33132 -0.035 0.091 -0.031 0.000
H 1.44355 3.09147 -2.96292 -0.113 -0.035 0.063 0.000
F -2.59525 -4.20537 -5.24916 -0.020 -0.052 0.035 0.000
C -1.94888 -3.48335 -4.32799 0.081 0.030 0.060 0.000
C -0.60044 -3.20327 -4.47407 -0.087 0.008 0.035 0.000
F 0.06724 -3.68578 -5.52524 0.023 0.026 -0.027 0.000
C 0.04797 -2.42088 -3.54199 0.008 0.262 0.296 0.002
F 1.36432 -2.15237 -3.72536 0.034 -0.199 -0.049 0.000
C -0.58596 -1.86366 -2.40852 -0.124 -0.383 -0.384 0.003
O 0.05484 -1.08473 -1.59335 -0.345 -0.311 0.534 0.053
C -1.94381 -2.22076 -2.28255 0.206 0.118 0.016 0.001
F -2.63751 -1.74550 -1.22868 -0.041 0.011 -0.039 0.005
C -2.60981 -2.99370 -3.21406 -0.020 -0.065 -0.089 0.000
F -3.90717 -3.26117 -3.05132 -0.011 0.011 0.034 0.000
```
Forces are in eV/Å.

Results
* <S²>: 0.7554
* lowest unoccupied orbital energy (alpha / beta): -0.705 / -1.072 eV
* charge: 0
* relative energy (zero: lowest compared OMol25 entry of this formula, charge and spin): 19.8 kcal/mol
* HOMO-LUMO gap (alpha / beta): 0.260 / 0.246 hartree
* 2S+1: 2
* HOMO level (alpha / beta): -0.286 / -0.286 Ha